49
Properties=species:S:1:pos:R:3 method="wB97M-V/def2-TZVPD" mol_weight_g_mol=365.39 e_homo_ev=-7.759 multiplicity=1 homo_lumo_gap_ev=8.09 relative_energy_kcal_mol=383.59 total_energy_ha=-1272.93396 max_force_ev_per_a=17.60 lumo_ev=0.33
C -1.27206 -3.70311 -2.41298
C -0.67210 -4.11177 -1.12535
H -1.34259 -4.72906 -0.67207
H 0.22928 -4.58073 -1.19180
O -0.74231 -3.10141 -0.46302
C -0.16560 -3.09772 0.89001
O 0.35046 -4.12287 1.41469
C -0.16373 -1.65895 1.46401
N -0.35114 -0.53693 0.60417
C 0.56307 -0.18336 -0.30154
N -0.04715 1.07611 -0.95012
C -1.30110 1.20307 -0.51399
C -1.40606 0.03949 0.51405
C -2.61417 0.30926 1.42736
O -2.91849 -0.53691 2.19075
N -3.58245 1.17653 1.06577
C -3.27461 1.95457 -0.04060
O -4.19680 2.87644 -0.30171
N -2.00523 2.15405 -0.83349
C -1.85744 3.01635 -1.72998
H -1.12367 3.69090 -1.62395
H -2.87184 3.57771 -1.94407
H -1.45309 2.52768 -2.64650
C -4.85637 1.37856 1.79029
H -4.89529 2.49559 1.80305
H -5.51927 1.19629 0.89409
H -4.81315 0.38832 2.39613
C 1.92759 -0.52652 -0.57937
N 2.89197 0.14345 0.00016
C 2.98358 0.41896 1.38585
C 4.22912 1.34187 1.63037
O 4.28299 2.40580 0.82806
C 4.35052 2.20803 -0.40880
C 3.03382 1.29573 -0.88270
H 3.08045 1.11986 -1.92012
H 2.21762 2.26471 -0.65360
H 4.41095 3.14379 -1.09774
H 5.19997 1.58251 -0.42183
H 4.19133 1.55217 2.75265
H 4.97794 0.72530 1.56904
H 3.01694 -0.56582 2.02015
H 1.93061 1.13029 1.84524
H 1.91207 -0.88107 -1.59379
H 1.95765 -1.79155 -0.01472
H -1.11819 -1.62718 2.18298
H 0.92027 -1.65785 2.18002
H -1.29714 -4.69073 -3.09082
H -2.17764 -3.40129 -2.38343
H -0.61953 -2.88852 -3.05081

---

44
Properties=species:S:1:pos:R:3 method="wB97M-V/def2-TZVPD" mol_weight_g_mol=296.25 e_homo_ev=-7.087 multiplicity=1 homo_lumo_gap_ev=9.63 relative_energy_kcal_mol=0.00 charge=-1 total_energy_ha=-1201.07360 max_force_ev_per_a=1.57 lumo_ev=2.54
O 0.05645 0.35979 2.13333
C 0.73619 0.37667 1.09164
O 1.48356 1.29582 0.68950
C 0.69175 -0.87227 0.16093
C 1.86785 -1.77838 0.49387
C 3.21528 -1.13368 0.18894
O 4.21992 -1.79878 0.16015
N -0.57599 -1.63176 0.30299
H 0.77659 -0.55276 -0.87918
H 1.80776 -2.74873 -0.04934
H 1.83782 -2.08726 1.56835
H 3.20266 -0.07432 0.00032
H -1.34243 -0.97709 0.28968
H -0.54590 -2.15057 1.16365
H -1.02870 -2.95961 -2.59301
H -0.81886 -2.20916 -1.25100
O -0.97051 -2.07671 -2.22922
H 0.09319 -0.89832 -2.93195
H -0.12396 0.44356 -3.65776
O 0.58348 -0.18432 -3.38830
H 1.43963 1.67676 -1.00574
H 1.28792 1.14214 -2.45229
O 1.27742 1.96175 -1.91551
H -1.59316 0.64237 1.70972
H -2.41569 1.79032 1.15939
O -2.45707 0.83011 1.24161
H -1.25139 3.59221 0.51643
H -2.60759 3.49788 -0.25247
O -2.23951 3.46638 0.64023
H 0.54391 3.46857 -0.74619
H 0.84040 3.00019 0.68355
O 0.40408 3.75251 0.19329
H -0.13172 -1.08727 2.99878
H 0.61895 -1.91219 4.08768
O -0.09707 -1.96554 3.45426
H -0.27130 -4.11853 1.32387
H -0.09355 -3.62289 2.79754
O -0.14504 -4.40395 2.21893
H -2.50486 1.64373 -2.38380
H -1.22693 2.55290 -2.60718
O -2.06535 2.29941 -3.00959
H -2.92358 0.60153 -0.44798
H -2.78241 -0.31137 -1.68143
O -3.17296 0.50041 -1.37527

---

15
Properties=species:S:1:pos:R:3 method="wB97M-V/def2-TZVPD" mol_weight_g_mol=122.18 e_homo_ev="-10.287 / -13.568" multiplicity=3 homo_lumo_gap_ev="7.02 / 6.55" relative_energy_kcal_mol=0.00 charge=+1 total_energy_ha=-714.37998 max_force_ev_per_a=7.52 lumo_ev="-3.27 / -7.02"
C 1.44047 -0.70561 0.07778
N 2.15202 -0.96553 1.23126
N -0.79405 0.80855 -1.57543
N -2.11650 0.65817 0.25866
N 0.24608 0.18373 0.50775
N -0.93732 0.14061 -0.27274
S 1.99907 -0.87583 -1.38063
H 3.05194 -1.34187 1.30759
H 1.69189 -0.83316 2.10506
H -1.55988 0.33411 -2.09125
H 0.02751 0.50636 -1.98701
H -2.19458 1.70865 0.37635
H -2.41906 0.15638 1.13123
H 0.55878 1.15899 0.65047
H -1.14636 -0.93355 -0.33909

---

20
Properties=species:S:1:pos:R:3 method="wB97M-V/def2-TZVPD" mol_weight_g_mol=215.11 e_homo_ev=-0.298 multiplicity=1 homo_lumo_gap_ev=6.44 relative_energy_kcal_mol=0.00 charge=-2 total_energy_ha=-1038.75768 max_force_ev_per_a=6.95 lumo_ev=6.14
C 0.77794 0.80576 -1.08702
C -0.32792 0.08723 -0.40441
C 1.97676 0.23181 -0.92052
C 1.26262 -1.42045 0.53689
C -0.77648 -2.30130 -0.39891
C -1.54937 0.34974 1.69758
N 2.24158 -0.76969 -0.01184
N -0.02941 -1.27012 -0.15312
N 3.01298 0.77542 -1.68305
O -4.13028 0.41978 2.49107
O -3.55883 1.95615 0.55736
O 1.33221 -2.21914 1.42284
O -0.46227 0.74934 0.89283
P -3.12053 1.05581 1.62649
H 0.53756 1.63232 -1.79194
H -1.17222 0.22418 -0.95052
H -1.56992 -1.96358 -1.03332
H -1.45423 -0.45601 2.44495
H 3.00262 1.70091 -1.82538
H 4.00719 0.41184 -1.41001